57
Properties=species:S:1:pos:R:3:forces:R:3:lowdin_charge:R:1 method="wB97M-V/def2-TZVPD" e_above_lowest_kcal_mol=34.7 charge=+3 homo_ev=-16.101 orbital_gap_ha=0.18007
W -0.089221 -0.415560 -0.503634 0.1579 -0.8055 -0.1994 1.904
O 0.377916 1.053139 -1.635189 -0.2344 0.1263 0.0056 -0.213
C 1.383152 0.798115 -2.535097 -0.0141 0.0979 0.0578 -0.268
C 2.436709 1.698550 -2.606673 -0.0138 -0.0529 -0.0381 0.035
C 3.438543 1.477392 -3.534496 0.0071 0.0402 0.0314 0.017
C 3.390277 0.393682 -4.419479 0.0543 -0.0159 -0.0585 -0.006
C 2.327393 -0.473642 -4.384542 -0.0634 -0.0158 0.0563 0.025
C 1.317139 -0.307459 -3.415953 0.1626 0.1001 0.0397 -0.166
C 0.117658 -1.066373 -3.453428 -0.0869 0.0122 0.0451 -0.061
N -0.682055 -1.161515 -2.430955 -0.0185 -0.0498 -0.1240 -0.176
C -2.116363 -1.419576 -2.685137 -0.0030 0.0807 0.1278 -0.117
C -2.779191 -0.228187 -2.009006 0.1333 -0.0477 -0.0074 -0.127
N -2.247765 -0.306735 -0.624326 -0.0626 0.0976 -0.3078 -0.114
C -3.127705 -0.581079 0.304531 -0.0456 0.0857 -0.1769 -0.023
C -2.870080 -1.043522 1.611364 0.1673 -0.1164 0.3091 -0.130
C -3.901468 -1.169712 2.561083 0.0557 0.0013 -0.0731 0.033
C -3.635000 -1.765870 3.772152 -0.0678 0.0022 0.0683 -0.005
C -2.360058 -2.268864 4.042873 0.0276 -0.0245 0.0487 0.021
C -1.325816 -2.178954 3.121035 0.0190 0.0232 -0.0847 0.041
C -1.591603 -1.554812 1.917893 -0.1644 0.1248 0.0617 -0.245
O -0.658092 -1.436435 0.952797 -0.0187 0.0975 0.0694 -0.246
H 2.450397 2.558097 -1.950607 -0.0088 0.0023 -0.0001 0.140
H 4.268228 2.170207 -3.592101 -0.0083 0.0068 0.0088 0.137
H 4.178113 0.259383 -5.147690 -0.0060 0.0003 0.0019 0.135
H 2.260313 -1.292679 -5.089988 -0.0078 -0.0018 0.0071 0.140
H -0.194479 -1.515389 -4.394505 -0.0082 -0.0092 -0.0131 0.171
H -2.425989 -2.355212 -2.219025 0.0063 -0.0164 0.0027 0.142
H -2.308782 -1.459132 -3.755212 -0.0185 0.0038 -0.0110 0.144
H -3.865577 -0.286228 -2.009333 -0.0108 -0.0291 -0.0220 0.140
H -2.464116 0.702230 -2.482104 -0.0092 0.0307 0.0069 0.138
H -4.176052 -0.491631 0.024313 -0.0100 0.0000 -0.0225 0.163
H -4.894229 -0.799688 2.335448 0.0089 0.0051 -0.0169 0.140
H -4.415733 -1.861808 4.514114 0.0014 0.0034 -0.0107 0.135
H -2.174432 -2.746364 4.996516 0.0111 -0.0043 -0.0103 0.138
H -0.345149 -2.583952 3.326081 0.0011 0.0043 -0.0059 0.111
I 4.781079 0.011284 1.103915 0.0197 -0.0193 -0.0258 1.079
C 3.131333 1.149171 1.584515 -0.0680 0.0132 -0.0042 -0.633
C 3.266315 2.289984 2.410946 0.0569 0.0321 0.0507 -0.175
C 2.208071 3.111646 2.706632 -0.0319 -0.0092 -0.0085 -0.638
I 2.512582 4.751162 3.939957 0.0014 -0.0364 -0.0290 1.101
C 0.915364 2.833277 2.156102 0.0434 -0.0437 -0.0473 -0.173
C -0.235836 3.621176 2.317679 -0.1344 -0.0475 -0.0094 0.039
C -1.406717 3.254799 1.688076 0.0922 0.1302 0.1124 0.017
C -1.448171 2.108212 0.910077 -0.1323 -0.1821 -0.1231 -0.055
N -0.394230 1.303571 0.754031 0.0666 0.2857 0.3503 -0.009
C 0.786818 1.683209 1.358102 0.1273 -0.0864 -0.0243 -0.131
C 1.887916 0.858909 1.093688 -0.0238 0.0931 0.0821 -0.346
O 1.585833 -0.203800 0.287921 0.0036 0.0546 -0.2213 -0.329
H 4.245272 2.511269 2.814965 -0.0087 0.0166 -0.0018 0.098
H -0.194110 4.513608 2.929574 -0.0035 0.0130 -0.0180 0.092
H -2.302645 3.851393 1.781374 0.0088 0.0106 -0.0019 0.135
H -2.361375 1.843851 0.397010 0.0950 0.0230 0.0119 0.120
Cl 2.169556 -2.847402 1.756275 0.0281 -0.0924 0.0561 0.660
C 2.005584 -3.715405 0.271231 -0.0243 0.0608 -0.0001 -0.798
Cl 1.239085 -2.720819 -1.102175 -0.0378 -0.0116 0.0800 0.684
H 1.339302 -4.562725 0.376724 -0.0268 0.0036 0.0057 0.053
H 2.972094 -3.986788 -0.138338 0.0161 0.0350 -0.0005 0.055

6
Properties=species:S:1:pos:R:3:forces:R:3:lowdin_charge:R:1 method="wB97M-V/def2-TZVPD" e_above_lowest_kcal_mol=54.0 homo_ev="-9.687 / -9.909" orbital_gap_ha="0.32491 / 0.33540"
N -0.075865 1.238962 0.083768 -1.0954 -1.0784 2.9232 -0.485
N -0.648676 -0.961846 -0.102287 -0.1146 0.6509 -0.3553 -0.466
Cl 1.499822 1.007649 0.013251 1.9250 0.6770 -0.4177 0.540
Cl 0.837999 -1.785720 -0.005824 -1.4328 0.2927 0.6183 0.456
H -0.477103 1.301474 -0.795498 -0.4935 0.1577 -2.6140 -0.049
H -1.136179 -0.800519 0.806588 1.2113 -0.6999 -0.1546 0.004

34
Properties=species:S:1:pos:R:3:forces:R:3:lowdin_charge:R:1 method="wB97M-V/def2-TZVPD" e_above_lowest_kcal_mol=46.9 homo_ev=-9.467 smiles="CNC(=O)[C@@H](CO)NC(=O)[C@@H](CO)NC(C)=O" orbital_gap_ha=0.35625
C -0.109474 2.329678 -3.610189 -0.3840 0.6428 1.0703 -0.053
N 0.222163 1.488116 -2.417498 -0.6974 0.0821 0.4500 0.046
C 1.507586 1.168942 -2.092404 -2.6262 -0.7684 1.7521 -0.521
O 2.450812 1.307882 -2.783211 2.5502 0.7082 -2.3660 0.092
C 1.798366 0.574104 -0.702711 1.0695 0.2974 1.1152 -0.163
C 2.583209 1.668407 0.110084 1.4548 0.0315 -0.6466 -0.185
O 3.106122 1.177516 1.354178 0.9392 0.2676 -1.4042 -0.055
N 0.701973 0.007091 0.103097 -0.9496 1.7942 -0.1661 0.136
C -0.465987 0.622396 0.573331 2.3439 0.6955 -1.7141 -0.399
O -0.742139 1.815654 0.385265 0.3453 -1.6533 0.4712 0.054
C -1.381888 -0.331147 1.252095 -0.9410 -2.0889 0.7610 -0.187
C -2.807441 -0.099593 0.764803 1.5320 1.4558 -1.9619 -0.140
O -2.913594 -0.411891 -0.680460 0.8684 0.5845 1.6596 -0.054
N -0.979630 -1.789890 1.221540 -1.5929 2.9650 -1.8723 0.103
C -0.332117 -2.299134 2.246923 1.3210 -0.5312 1.2340 -0.618
C -0.111046 -3.770088 2.226343 -0.0428 -2.0146 2.9226 -0.011
O 0.068816 -1.609720 3.167569 -0.0529 0.1170 0.3622 0.054
H -0.688295 3.161570 -3.207076 -0.5205 -0.1405 -0.0602 0.074
H -0.702917 1.855516 -4.411200 0.4863 -0.1935 0.5507 0.081
H 0.724317 2.899224 -4.033721 0.4037 -0.9491 0.1448 0.082
H -0.469589 1.429294 -1.615422 1.1285 0.4533 -1.7299 0.125
H 2.589276 -0.232234 -0.848224 -1.3196 0.7776 0.0583 0.178
H 3.446238 2.082004 -0.555524 -1.2805 -1.2099 1.3108 0.157
H 2.010540 2.540228 0.338098 -1.0008 0.4927 -0.0820 0.103
H 2.416382 0.787014 1.871503 -0.8420 -0.2655 0.3502 0.060
H 0.741188 -0.968632 0.232630 0.0710 -0.8379 0.2045 0.104
H -1.424804 -0.082571 2.319726 0.2999 0.0265 -0.1566 0.165
H -2.850385 1.018314 0.924581 -0.9325 -1.1621 -0.2946 0.137
H -3.486914 -0.697090 1.310260 -0.8300 -0.3150 0.7098 0.112
H -3.723641 -0.886983 -0.815217 -0.5717 -0.2579 -0.1033 0.066
H -0.996401 -2.261732 0.335425 -0.4365 -0.2439 -0.0606 0.149
H 0.891148 -4.081943 1.855472 -0.7399 0.3454 0.1802 0.091
H -0.923416 -4.386592 1.784029 0.6123 0.6158 -0.0956 0.081
H -0.148464 -4.023706 3.395891 0.3350 0.2788 -2.5935 0.136

56
Properties=species:S:1:pos:R:3:forces:R:3:lowdin_charge:R:1 method="wB97M-V/def2-TZVPD" e_above_lowest_kcal_mol=0.0 charge=+2 homo_ev="-12.699 / -12.703" orbital_gap_ha="0.22243 / 0.22313" spin_multiplicity=5
Ho 0.578236 0.458069 -0.347843 -2.1680 -0.9589 -0.5855 1.634
C 2.288574 1.336201 -3.104909 -0.6268 -0.3257 -0.0355 -0.007
C 1.377167 2.486633 -2.811180 0.0736 -0.0925 -0.0870 -0.301
C 1.465640 3.655827 -3.565612 -0.9653 0.3751 1.1561 0.031
C 0.540838 4.665539 -3.271942 0.4715 -0.0294 -0.0075 0.009
C -0.410299 4.479042 -2.277591 -1.0597 0.7787 0.8428 0.023
C -0.347257 3.330935 -1.490437 0.3298 0.2540 -0.7895 -0.185
N 0.521810 2.312137 -1.776439 -0.1655 1.7099 -0.5891 0.006
C -1.242920 3.148365 -0.342919 -0.4839 -2.2738 2.0053 -0.166
C -2.389185 3.868994 -0.086405 -0.3732 -0.0647 -0.4582 0.029
C -3.344019 3.384433 0.812613 -0.7457 1.6029 0.0633 0.013
C -3.072588 2.319008 1.624861 0.3143 -0.1903 0.5259 0.016
C -1.885162 1.654735 1.422356 2.1370 -0.6007 -1.6320 -0.164
N -0.992418 2.035402 0.450215 -1.2875 1.0760 -0.2426 0.029
C -1.470471 0.369872 2.077210 -0.9724 -0.4590 -0.3991 -0.203
C -2.415918 -0.492265 2.618047 -0.5629 -0.6974 1.1551 0.009
C -1.950370 -1.637017 3.320442 -0.6586 -0.4622 -0.0634 -0.009
C -0.603247 -1.915518 3.390624 0.6383 2.0358 -0.8330 0.023
C 0.300485 -1.034338 2.697015 -1.2728 -0.4003 -0.7807 -0.263
C 1.771726 -1.304399 2.659660 0.1819 1.3448 0.1468 -0.015
N -0.158966 0.004104 1.949515 -0.1371 -0.1449 1.4046 0.027
H 2.569236 0.861748 -2.137500 0.0098 -0.2827 -0.7937 0.056
H 3.180230 1.685890 -3.586177 0.6568 0.1652 -0.0268 0.090
H 1.824617 0.658341 -3.862518 0.2051 0.1004 0.9704 0.130
H 2.284532 3.796266 -4.249836 -0.0865 -0.0214 -0.2959 0.131
H 0.602415 5.645511 -3.727678 -0.0327 -0.1583 -0.3440 0.131
H -1.195215 5.287756 -2.040633 1.5889 -1.3847 -0.4996 0.155
H -2.566367 4.762248 -0.653788 -0.3753 0.1634 -0.0973 0.112
H -4.321380 3.908404 0.939374 1.0478 -0.3263 -0.2025 0.152
H -3.693238 2.082056 2.471672 -0.3612 -0.3141 -0.1416 0.134
H -3.536389 -0.387736 2.608916 1.4737 0.5047 -0.2351 0.142
H -2.667080 -2.347091 3.818639 0.6958 0.9653 -0.6742 0.149
H -0.228985 -2.728203 3.972203 0.2475 -0.4072 0.1765 0.120
H 1.865187 -2.299448 3.007155 0.7574 -0.9947 0.3387 0.076
H 2.313743 -0.599965 3.356262 -0.4973 -0.7832 -0.6235 0.122
H 2.215324 -1.208610 1.646725 -0.3564 -0.0852 0.7546 0.053
Cl -0.417887 -6.490215 0.127562 0.3555 -0.1722 0.0214 0.761
C -0.561510 -4.799658 -0.120227 -0.9808 0.7092 0.2285 -0.610
C -1.843362 -4.268302 -0.130306 0.1297 0.3867 -0.3480 -0.143
C -2.114283 -2.926500 -0.453741 1.3857 1.2164 -0.9354 -0.583
I -4.077664 -2.140187 -0.761183 1.0432 -0.5062 0.3198 0.920
C -1.010810 -2.080382 -0.770804 -0.6730 0.9209 0.7011 -0.421
O -1.092238 -0.797315 -1.151387 0.5218 -0.1246 0.8168 -0.289
C 0.308153 -2.575170 -0.549380 0.9244 0.0777 0.2042 -0.155
N 1.393325 -1.664854 -0.578916 0.1837 -1.7536 -1.5069 -0.080
C 2.650999 -2.128220 -0.752434 -1.7115 -0.6382 1.6400 -0.098
C 2.937770 -3.522244 -0.678395 -0.9836 0.9436 -0.1974 -0.001
C 1.874212 -4.407451 -0.489113 1.3187 1.0176 0.8208 0.037
C 0.552839 -3.943765 -0.308454 -0.0509 -0.4676 -0.8901 -0.168
H -2.700511 -4.891015 0.010007 -0.1903 -0.5643 0.1916 0.096
H 3.414260 -1.353951 -0.680093 0.1525 -0.3446 -0.3562 0.116
H 3.981716 -3.788231 -0.689397 -0.0331 -0.4888 -0.2161 0.114
H 2.097234 -5.443044 -0.321813 -0.0401 -0.4285 -0.1603 0.106
O 2.379451 1.294038 0.734382 1.3676 2.5923 0.8698 -0.136
H 2.126056 1.589458 1.646406 0.2242 -0.5981 -0.6591 0.110
H 2.893983 2.094058 0.407174 -0.5842 -1.3967 0.3528 0.138

26
Properties=species:S:1:pos:R:3:forces:R:3:lowdin_charge:R:1 method="wB97M-V/def2-TZVPD" charge=+1 homo_ev=-12.761 orbital_gap_ha=0.33900
C 3.643165 1.954353 0.264139 0.1032 -0.8315 0.6888 -0.089
C 2.419236 1.082430 0.275642 0.3863 0.2430 0.0171 -0.670
Cl 2.131377 0.199456 1.769392 0.1155 0.3448 -0.4722 0.743
C 1.552616 0.925562 -0.726461 -0.2520 0.2294 0.6883 -0.662
Cl 1.746210 1.778941 -2.227148 -0.4422 -0.4661 0.3230 0.746
C 0.426564 -0.028326 -0.514506 2.1869 0.5884 -1.5563 -0.390
N 0.591498 -1.299944 -0.873928 -1.5131 0.4523 0.6620 0.194
C -0.579874 -1.953018 -0.521573 -0.2920 -2.1040 -0.8433 -0.312
P -0.738588 -3.761449 -0.804281 0.8643 -0.7421 0.9895 0.735
O 0.489952 -4.443632 -0.359247 0.4054 0.2175 -0.3588 -0.422
C -1.442475 -1.079634 0.017299 0.8931 0.5600 -0.1747 -0.029
N -0.766149 0.161381 -0.003450 -2.3820 -0.7450 0.9747 -0.135
P -1.389000 1.725046 0.601085 0.5569 2.7040 0.0847 0.949
C -3.193144 1.771751 0.177547 0.7430 -1.2565 0.7137 -0.237
O -1.360924 1.563525 2.256570 -0.0408 -1.1030 -1.3560 -0.280
H 4.457964 1.369400 0.716296 -0.1540 0.1988 -0.1150 0.090
H 3.469050 2.799374 0.940646 0.0754 0.0604 -0.3749 0.104
H 3.959271 2.236973 -0.739366 -0.3023 0.2022 0.1736 0.068
H 1.422742 -1.677114 -1.311728 -0.0417 -0.1421 0.1674 0.197
H -1.025263 -3.933206 -2.177410 -0.4220 0.2582 0.2553 0.029
H -1.802516 -4.199020 0.025636 -0.4012 0.6308 -0.6871 0.038
H -2.435970 -1.254047 0.407043 0.1568 0.3193 -0.0354 0.140
H -3.309371 1.471558 -0.869915 -0.1920 0.2085 0.1958 0.050
H -3.523592 2.799287 0.358629 0.2024 -0.1472 -0.1923 0.051
H -3.732673 1.111569 0.871389 -0.1528 0.0986 -0.3936 0.047
H -1.010094 0.678775 2.447703 -0.1009 0.2214 0.6257 0.046

15
Properties=species:S:1:pos:R:3:forces:R:3:lowdin_charge:R:1 method="wB97M-V/def2-TZVPD" e_above_lowest_kcal_mol=156.0 homo_ev="-8.024 / -7.886" orbital_gap_ha="0.28483 / 0.26615"
C 0.990740 0.427512 -1.257504 0.3310 -0.3830 0.0460 -0.039
C 1.053168 0.437459 0.276943 -1.2062 1.3496 0.2497 -0.629
O 1.921239 1.121258 0.874837 -0.3428 -0.9990 -0.2417 -0.051
H 1.163277 -0.915348 0.489540 -0.1084 -0.6549 0.1240 0.138
H 0.771036 1.432773 -1.629182 -0.0750 -0.0804 0.1514 0.084
H 1.991030 0.158489 -1.592403 -0.0142 0.0829 -0.0665 0.083
H 0.290370 -0.295224 -1.679184 -0.0675 0.0356 0.1164 0.057
N -0.305844 0.504724 0.907361 0.8983 -0.1074 -0.1427 -0.064
N -1.533737 0.373379 0.261678 0.0272 -0.2393 -0.1496 0.011
N 0.081037 -1.769909 0.964340 -0.4891 0.4111 -0.0556 0.012
N -0.623032 -2.162774 0.096613 0.8422 1.0098 -0.3561 -0.015
H -0.291961 1.007846 1.787231 0.0504 -0.0610 -0.1766 0.137
H -2.286317 0.604632 0.901065 0.1475 0.0310 -0.1125 0.100
H -1.590823 0.946303 -0.576245 -0.0007 0.0814 0.1633 0.092
H -1.630182 -1.871120 0.174910 0.0075 -0.4765 0.4505 0.084